1.
Computed, not measured: a 3-piece molecular cluster, C4H16N2O4 overall in a non-equilibrium geometry, with ωB97M-V/def2-TZVPD.

Values from the calculation:
- Energy relative to the best compared isomer or geometry (same formula, charge and spin): 307.69 kJ/mol
- Charge: +1
- Spin multiplicity: 2
- Expectation value of S²: 0.756
- LUMO energy (alpha / beta): -3.062 / -8.292 eV
- Gap between HOMO and LUMO (alpha / beta): 0.4213 / 0.2059 hartree
- Calculated total energy: -15566.379 eV

Last column: Mulliken spin population.
CARTESIAN COORDINATES (ANGSTROEM)
1 C 0.00 -0.20 0.46  0.060
2 N 0.01 0.08 1.86  0.487
3 C -1.15 0.80 2.38  -0.020
4 O -1.18 2.13 1.79  0.063
5 C 0.94 -1.57 0.25  0.052
6 C 2.29 -1.30 -0.24  0.057
7 O 2.41 -0.49 -1.40  0.022
8 N 0.06 -2.45 -0.62  0.230
9 H -1.04 -0.51 0.03  0.011
10 H 0.30 0.61 -0.24  0.048
11 H 0.91 0.36 2.27  -0.015
12 H -0.85 0.86 3.49  0.001
13 H -2.17 0.36 2.17  0.005
14 H -0.35 2.56 1.87  -0.002
15 H 0.95 -2.03 1.32  -0.004
16 H 2.79 -2.16 -0.28  -0.003
17 H 2.76 -0.69 0.58  -0.004
18 H 1.69 -0.86 -2.06  0.002
19 H 0.24 -2.26 -1.57  -0.001
20 H 0.17 -3.50 -0.44  0.009
21 H -0.42 0.78 -2.08  -0.001
22 H -1.17 -0.17 -3.15  0.000
23 O -0.43 -0.07 -2.74  0.003
24 H -2.76 1.67 -0.97  0.000
25 H -2.22 2.54 -0.09  0.000
26 O -2.27 2.49 -0.98  0.001

***

2.
Computed, not measured: a 2-piece molecular cluster, CHO5S overall in a non-equilibrium geometry, with ωB97M-V/def2-TZVPD.

Values from the calculation:
- Energy relative to the best compared isomer or geometry (same formula, charge and spin): 582.98 kJ/mol
- Charge: -1
- Spin multiplicity: 3
- Expectation value of S²: 2.019
- LUMO energy (alpha / beta): 4.071 / 1.975 eV
- Gap between HOMO and LUMO (alpha / beta): 0.2502 / 0.2707 hartree
- Calculated total energy: -22117.542 eV

Last column: Mulliken spin population.
CARTESIAN COORDINATES (ANGSTROEM)
1 C -0.48 0.21 0.55  -0.039
2 O 0.27 0.66 -1.89  0.004
3 O 1.99 0.10 -0.21  -0.003
4 O 0.22 -1.58 -0.99  0.004
5 O -1.75 0.55 0.48  1.023
6 O -1.29 -0.62 1.11  1.079
7 S 0.68 -0.21 -0.79  -0.004
8 H 0.38 0.89 1.74  -0.065

***

3.
Computed, not measured: C11H8CuN4O2S2 as an isolated structure, with ωB97M-V/def2-TZVPD.

Values from the calculation:
- Energy relative to the best compared isomer or geometry (same formula, charge and spin): 52.13 kJ/mol
- Charge: -1
- LUMO energy: 2.032 eV
- Gap between HOMO and LUMO: 0.2087 hartree
- Calculated total energy: -87905.112 eV

Last column: natural (NBO) charge in e.
CARTESIAN COORDINATES (ANGSTROEM)
1 Cu 1.25 -0.60 -1.37  0.695
2 S 1.87 0.99 -2.85  -0.437
3 C 3.55 0.51 -2.84  -0.296
4 C 4.44 1.42 -3.52  0.291
5 N 5.14 2.16 -4.06  -0.380
6 C 4.07 -0.60 -2.26  -0.299
7 S 3.17 -1.84 -1.40  -0.478
8 C 5.49 -0.83 -2.33  0.291
9 N 6.63 -1.00 -2.36  -0.383
10 O -3.83 -0.06 -1.07  -0.725
11 C -3.97 -0.53 0.26  0.086
12 N -3.95 0.57 1.16  -0.623
13 C -2.89 1.08 1.86  0.675
14 O -3.05 2.02 2.63  -0.600
15 C -1.54 0.44 1.71  -0.199
16 C -0.76 0.26 2.84  -0.127
17 C 0.49 -0.30 2.70  -0.256
18 C 0.93 -0.66 1.44  0.065
19 N 0.20 -0.45 0.34  -0.516
20 C -1.01 0.10 0.47  0.066
21 H -3.70 -0.82 -1.66  0.477
22 H -3.16 -1.22 0.52  0.180
23 H -4.92 -1.06 0.38  0.164
24 H -4.77 1.15 1.21  0.406
25 H -1.15 0.56 3.81  0.232
26 H 1.13 -0.47 3.56  0.225
27 H 1.90 -1.11 1.26  0.239
28 H -1.56 0.28 -0.44  0.227

***

> The highest energy relative to the best compared isomer or geometry (same formula, charge and spin) belongs to which entry?

CHO5S